DFT (ωB97M-V/def2-TZVPD) results for the molecule C4H6N2S3 in a non-equilibrium geometry.

Computed properties:
HOMO energy, Ha: -0.30465
HOMO-LUMO gap, eV: 7.31
Relative energy (zero: lowest compared OMol25 entry of this formula, charge and spin), eV: 7.708
LUMO, eV: -0.979
SMILES: C=[SH](=C)c1n[nH]c(=S)s1
2S+1: 1
Electronic energy, Eh: -1459.800584

```
15
Properties=species:S:1:pos:R:3:forces:R:3:lowdin_charge:R:1
C -1.26811 0.09597 -1.34868 1.2 1.0 0.5 -0.313
S -0.34853 0.65752 -0.02324 -1.6 -1.4 -0.3 0.818
C -1.25392 0.60279 1.41986 1.9 0.0 1.0 -0.295
C 1.52270 0.15939 -0.30415 1.9 1.9 0.3 -0.438
N 1.92377 -0.97726 0.00177 0.1 -0.6 0.8 -0.062
N 3.23110 -1.14541 0.28993 0.6 -0.1 -0.5 -0.088
C 4.11009 -0.04231 0.09960 -0.1 -1.5 0.2 -1.293
S 5.73595 -0.12344 0.29185 0.0 -0.2 0.1 0.563
S 3.30307 1.36847 -0.38645 -2.8 -1.1 0.1 0.848
H -1.61538 -0.81886 -0.92069 -0.7 -0.7 -0.1 -0.017
H -0.74062 0.02260 -2.31925 -0.1 0.1 0.9 0.017
H -0.12347 1.92955 0.04491 0.7 1.4 -0.5 0.021
H -1.76964 -0.35956 1.54443 0.4 0.3 0.1 0.006
H -0.64746 0.99189 2.36188 -1.3 -0.8 -2.2 0.062
H 3.54175 -2.13092 0.49854 -0.2 1.8 -0.4 0.170
```
Forces are in eV/Å.